[1]
The following is a DFT calculation (ωB97M-V with the def2-TZVPD basis set) of 2 unconnected molecules or ions with the total composition C5H13NO2.

Geometry (Å):
C -1.834 0.740 -0.546
C -0.740 0.053 0.276
C -0.486 0.511 1.717
N 0.522 0.086 -0.524
C 0.651 -0.941 -1.565
C 1.177 1.249 -0.737
O 0.965 2.313 -0.185
H -2.736 0.852 0.057
H -1.553 1.767 -0.778
H -1.994 0.167 -1.455
H -0.982 -0.998 0.272
H 0.233 1.322 1.690
H -0.159 -0.322 2.339
H -1.428 0.893 2.122
H 0.395 -0.559 -2.541
H 1.688 -1.272 -1.633
H 0.090 -1.817 -1.280
H 1.985 1.150 -1.482
O -0.065 -2.993 1.121
H 0.297 -2.594 1.932
H 0.451 -3.786 0.954

As for the SMILES: CC(C)N(C)C=O.O. The value obtained for the frontier orbital gap is 9.70 eV. As for the energy above the lowest of the compared OMol25 structures with the same formula, charge and spin: 100.2 kJ/mol. For the highest occupied orbital energy, the calculation gives -9.16 eV.

=====

[2]
The following is a DFT calculation (ωB97M-V with the def2-TZVPD basis set) of a molecular structure, C25H18AsF6N6O2S2Sn.

Geometry (Å):
Sn 1.580 -1.361 -0.774
N -1.592 8.577 -0.071
C -1.061 7.557 -0.124
C -0.467 6.294 -0.238
C -1.073 5.325 -1.052
C -0.565 4.049 -1.101
C 0.620 3.751 -0.403
C 1.272 4.765 0.317
C 0.672 6.002 0.497
C 1.248 2.403 -0.496
C 1.511 1.847 -1.775
C 1.275 2.479 -3.053
C 1.762 1.633 -4.036
C 2.324 0.530 -3.371
N 2.131 0.634 -2.021
C 1.634 1.746 0.714
C 1.785 2.314 2.038
C 2.024 1.271 2.916
C 1.973 0.071 2.156
N 1.762 0.350 0.846
H -2.006 5.560 -1.522
H -1.049 3.204 -1.551
H 2.256 4.584 0.749
H 1.193 6.756 1.117
H 0.812 3.437 -3.246
H 1.700 1.860 -5.099
H 2.947 -0.284 -3.733
H 1.707 3.344 2.292
H 2.218 1.399 3.974
H 2.161 -0.974 2.477
F 0.538 -2.888 0.721
As 1.597 -4.372 1.216
F 2.957 -3.228 1.450
F 2.035 -4.437 -0.488
F 2.676 -5.721 1.648
F 0.230 -5.361 0.893
F 1.107 -4.166 2.855
N -1.623 -4.649 3.620
C -1.955 -3.565 2.854
C -2.445 -3.788 1.555
C -2.637 -2.721 0.701
C -2.229 -1.451 1.071
C -1.784 -1.174 2.388
C -1.675 -2.246 3.258
S -2.060 -0.186 -0.165
O -1.532 1.015 0.477
O -3.267 -0.126 -0.959
N -0.786 -0.791 -1.114
C -1.064 -1.562 -2.138
S -2.699 -2.157 -2.741
C -1.824 -3.088 -3.916
C -0.491 -3.042 -3.730
N -0.075 -2.213 -2.752
H -1.782 -5.564 3.218
H -1.134 -4.489 4.488
H -2.635 -4.815 1.240
H -3.096 -2.831 -0.249
H -1.641 -0.181 2.802
H -1.384 -2.086 4.295
H -2.366 -3.629 -4.693
H 0.287 -3.617 -4.234

The value obtained for the frontier orbital gap (spin up / spin down) is 3.25 / 3.12 eV. As for the energy above the lowest of the compared OMol25 structures with the same formula, charge and spin: 0.0 kJ/mol. For the highest occupied orbital energy (spin up / spin down), the calculation gives -14.20 / -14.07 eV. The spin multiplicity is 2. As for the charge: +2.

=====

[3]
The following is a DFT calculation (ωB97M-V with the def2-TZVPD basis set) of 2 unconnected molecules or ions with the total composition BrFH2Si.

Geometry (Å):
F 1.049 1.852 0.099
Si 0.240 0.473 -0.031
Br 1.765 -1.095 -0.044
H -0.596 0.614 -1.193
H -2.458 -1.844 1.170

The value obtained for the frontier orbital gap (spin up / spin down) is 8.60 / 9.99 eV. As for the energy above the lowest of the compared OMol25 structures with the same formula, charge and spin: 412.5 kJ/mol. For the highest occupied orbital energy (spin up / spin down), the calculation gives -8.40 / -11.25 eV.

=====

[4]
The following is a DFT calculation (ωB97M-V with the def2-TZVPD basis set) of a gas-phase ion, C7H7N2O (charge +1).

Geometry (Å):
C -1.085 0.755 0.838
C 0.822 -1.787 0.557
C -0.076 1.557 0.555
C 2.123 -1.288 0.173
C -0.345 -1.308 0.194
C -1.192 -0.384 -0.117
C 1.611 0.642 -1.025
N 0.759 1.562 -0.632
N -2.315 -0.350 -0.851
O 2.291 -0.148 -0.364
H -1.763 1.076 1.594
H 0.686 -2.607 1.263
H 0.009 2.418 1.221
H 2.913 -1.875 0.510
H 0.518 2.241 -1.237
H -2.553 0.610 -1.105
H -2.401 -1.115 -1.573

The value obtained for the frontier orbital gap (spin up / spin down) is 7.29 / 7.18 eV. As for the energy above the lowest of the compared OMol25 structures with the same formula, charge and spin: 617.2 kJ/mol. For the highest occupied orbital energy (spin up / spin down), the calculation gives -12.99 / -12.90 eV. As for the charge: +1.

=====

[5]
The following is a DFT calculation (ωB97M-V with the def2-TZVPD basis set) of a molecular structure, C28H22CrN8OS2Se.

Geometry (Å):
Cr 0.512 -0.447 0.204
N 1.988 0.722 -4.025
C 1.757 1.168 -2.742
S 3.020 1.829 -1.834
N 0.478 1.113 -2.389
N 0.254 1.183 -1.061
C -0.644 2.015 -0.637
C -1.363 2.960 -1.512
C -2.755 2.932 -1.536
C -3.456 3.796 -2.364
C -2.770 4.693 -3.170
C -1.381 4.717 -3.151
C -0.677 3.849 -2.333
C -0.899 1.987 0.808
C -1.574 3.006 1.481
C -1.658 2.952 2.857
C -1.068 1.895 3.538
C -0.428 0.917 2.802
N -0.352 0.959 1.476
H 2.959 0.536 -4.211
H 1.339 0.016 -4.339
H -3.291 2.212 -0.929
H -4.537 3.756 -2.386
H -3.315 5.365 -3.820
H -0.840 5.406 -3.787
H 0.406 3.851 -2.328
H -2.009 3.819 0.919
H -2.175 3.735 3.398
H -1.104 1.821 4.615
H 0.037 0.062 3.276
O 2.147 -0.145 1.039
C 2.747 -0.474 2.145
C 3.895 0.244 2.532
C 4.551 -0.054 3.704
C 4.096 -1.076 4.543
C 2.979 -1.795 4.170
C 2.302 -1.524 2.977
C 1.161 -2.327 2.555
N 0.345 -2.073 1.548
C -0.551 -3.117 1.480
C -0.275 -4.010 2.460
N 0.809 -3.500 3.139
H 4.229 1.031 1.869
H 5.429 0.516 3.979
H 4.605 -1.298 5.470
H 2.621 -2.579 4.829
H -1.306 -3.153 0.716
H -0.731 -4.945 2.725
H 1.311 -3.949 3.882
Se 1.576 -2.097 -1.408
C 0.068 -2.810 -2.333
C -0.254 -4.163 -2.248
C -1.324 -4.662 -2.974
N -2.098 -3.930 -3.769
C -1.787 -2.633 -3.847
C -0.735 -2.038 -3.175
H 0.329 -4.820 -1.615
H -1.572 -5.718 -2.908
H -2.419 -2.031 -4.491
H -0.544 -0.977 -3.284
S -4.152 -0.955 -0.082
C -2.536 -0.901 -0.187
N -1.368 -0.858 -0.262

The value obtained for the frontier orbital gap (spin up / spin down) is 6.42 / 6.44 eV. For the highest occupied orbital energy (spin up / spin down), the calculation gives -4.47 / -4.42 eV. The spin multiplicity is 2. As for the charge: -1.

=====

[6]
The following is a DFT calculation (ωB97M-V with the def2-TZVPD basis set) of a molecular structure, C44H45FN9O12S2Ti.

Geometry (Å):
Ti 0.291 -1.733 1.173
C 1.970 -3.901 2.078
C 2.185 -3.843 3.421
C 0.906 -3.705 4.099
C -0.094 -3.687 3.172
C 0.515 -3.770 1.829
C -0.075 -4.791 0.865
C -1.568 -3.733 3.446
C 0.727 -3.648 5.583
C 3.514 -3.931 4.107
C 3.000 -4.160 1.023
H 0.382 -4.724 -0.123
H -1.148 -4.662 0.740
H 0.109 -5.797 1.258
H -1.870 -4.735 3.765
H -2.152 -3.483 2.559
H -1.857 -3.036 4.236
H -0.176 -3.098 5.849
H 1.568 -3.165 6.081
H 0.639 -4.653 6.009
H 3.742 -4.958 4.408
H 3.547 -3.321 5.011
H 4.320 -3.600 3.448
H 2.594 -4.032 0.020
H 3.385 -5.180 1.105
H 3.861 -3.491 1.114
F 2.399 1.839 -4.736
C 1.191 1.249 -4.561
C 1.125 -0.043 -4.119
C -0.120 -0.621 -3.853
C -0.177 -1.845 -3.009
O 0.812 -2.507 -2.758
C -1.497 -2.052 -2.425
C -2.581 -1.427 -2.925
N -2.523 -0.433 -3.858
C -3.719 0.301 -4.183
C -4.902 -0.479 -4.642
C -4.141 0.372 -5.621
C -1.281 0.087 -4.165
C -1.190 1.402 -4.620
C 0.033 2.026 -4.740
N 0.112 3.432 -4.902
C -1.055 4.144 -5.359
C -1.983 4.536 -4.203
N -1.186 5.293 -3.176
C 0.006 4.502 -2.696
C 0.872 4.153 -3.901
C -1.678 -2.727 -1.106
O -2.571 -3.499 -0.865
O -0.805 -2.312 -0.198
H 2.020 -0.600 -3.866
H -3.566 -1.626 -2.528
H -3.909 1.148 -3.537
H -5.868 -0.150 -4.289
H -4.786 -1.551 -4.728
H -4.592 1.290 -5.973
H -3.517 -0.141 -6.340
H -2.106 1.955 -4.736
H -1.621 3.527 -6.053
H -0.739 5.040 -5.905
H -2.371 3.662 -3.682
H -2.808 5.173 -4.519
H -1.783 5.542 -2.387
H -0.854 6.167 -3.589
H -0.378 3.600 -2.214
H 0.530 5.113 -1.963
H 1.690 3.541 -3.545
H 1.315 5.054 -4.342
C 3.473 2.583 0.944
N 2.240 2.057 0.393
C 1.954 1.866 -0.939
C 0.779 1.173 -0.974
N 0.355 0.905 0.298
C 1.242 1.466 1.087
H 3.643 3.605 0.606
H 4.310 1.952 0.647
H 3.400 2.580 2.030
H 2.642 2.169 -1.710
H 0.225 0.823 -1.824
H 1.218 1.443 2.166
O -2.883 2.353 -1.343
S -3.610 1.306 -0.647
O -4.642 0.653 -1.411
N -2.571 0.230 -0.002
C -2.598 0.264 1.305
S -1.567 -0.518 2.400
C -3.613 1.214 1.880
C -3.928 1.462 3.206
C -4.908 2.407 3.481
C -5.559 3.091 2.457
C -5.240 2.845 1.127
C -4.264 1.904 0.878
H -3.416 0.930 3.996
H -5.174 2.614 4.510
H -6.323 3.818 2.701
H -5.742 3.364 0.321
O 7.012 0.020 4.814
N 6.653 -0.102 3.659
O 7.389 -0.023 2.695
C 5.234 -0.354 3.410
C 4.811 -0.570 2.106
C 3.470 -0.806 1.863
C 2.507 -0.808 2.921
O 1.250 -0.980 2.699
C 3.015 -0.548 4.210
C 4.361 -0.354 4.472
N 2.114 -0.481 5.365
O 2.597 -0.749 6.453
O 0.964 -0.145 5.188
N 3.082 -0.975 0.528
O 3.863 -0.703 -0.411
O 1.905 -1.524 0.216
H 5.510 -0.563 1.284
H 4.704 -0.191 5.481

The value obtained for the frontier orbital gap (spin up / spin down) is 5.10 / 5.41 eV. As for the energy above the lowest of the compared OMol25 structures with the same formula, charge and spin: 89.4 kJ/mol. For the highest occupied orbital energy (spin up / spin down), the calculation gives -6.46 / -6.78 eV. The spin multiplicity is 2.

=====

[7]
The following is a DFT calculation (ωB97M-V with the def2-TZVPD basis set) of a single C7H14N2 molecule.

Geometry (Å):
C 1.368 1.722 0.510
N 1.325 0.386 -0.022
C 2.641 -0.019 -0.435
C 0.194 -0.206 -0.703
C -1.342 -0.328 0.049
C -1.107 -0.826 1.464
C -2.057 -1.350 -0.714
C -2.079 0.928 -0.064
N -2.776 1.806 -0.314
H 0.473 2.041 1.191
H 2.366 1.828 1.105
H 1.459 2.480 -0.367
H 3.082 0.695 -1.065
H 3.312 -0.150 0.455
H 2.616 -0.896 -0.983
H -0.230 0.425 -1.501
H 0.504 -1.138 -1.175
H -0.321 -1.622 1.528
H -0.476 0.082 1.896
H -2.086 -0.920 1.931
H -2.190 -1.062 -1.848
H -1.559 -2.307 -0.476
H -3.117 -1.568 -0.464

As for the SMILES: CN(C)CC(C)(C)C#N. The value obtained for the frontier orbital gap is 9.04 eV. As for the energy above the lowest of the compared OMol25 structures with the same formula, charge and spin: 246.0 kJ/mol. For the highest occupied orbital energy, the calculation gives -8.29 eV.

=====

[8]
The following is a DFT calculation (ωB97M-V with the def2-TZVPD basis set) of a molecular structure, C4H6HgO3.

Geometry (Å):
H 2.096 -0.849 3.208
C 2.176 -1.914 1.688
H 2.412 -2.223 0.661
H 1.558 -2.642 2.235
C 2.403 -0.678 2.114
O -0.051 2.098 0.359
C -0.611 1.276 -0.428
O -0.258 0.061 -0.423
Hg 1.047 0.583 0.938
O -1.550 1.727 -1.223
C -2.182 0.801 -2.113
H -1.442 0.368 -2.797
H -2.681 0.009 -1.544
H -2.918 1.384 -2.673

The value obtained for the frontier orbital gap (spin up / spin down) is 9.09 / 6.40 eV. As for the energy above the lowest of the compared OMol25 structures with the same formula, charge and spin: 364.3 kJ/mol. For the highest occupied orbital energy (spin up / spin down), the calculation gives -14.59 / -14.58 eV. The spin multiplicity is 2. As for the charge: +1.